Record 1
DFT (ωB97M-V/def2-TZVPD) results for C30H64N4NaO6P2 as an isolated structure at a distorted geometry.

Summary:
- F_max: 2.6 eV Å⁻¹
- Energy relative to the best compared isomer or geometry (same formula, charge and spin): 32.0 kcal per mole
- Net charge: +1
- Energy: -73378.868 eV

```
107
C30H64N4NaO6P2 (ωB97M-V/def2-TZVPD)
H -0.82411 0.79762 -1.15549
H 2.34229 4.26942 3.74791
H -1.97231 -2.15938 -1.43109
H -3.39541 0.69702 2.70441
H 2.87769 -0.67888 -4.59859
H 2.24809 2.98662 1.12751
C -2.42471 -0.85998 -3.73789
H -2.36791 3.36512 5.06201
O 1.54939 -1.68908 1.28921
N 0.25769 -0.91048 -1.56399
H -0.97031 6.67752 4.17681
C 2.33409 2.03332 0.59631
H -2.83801 0.36492 -0.11759
C 0.48489 -0.42388 -5.81869
H -0.26791 -4.29058 0.37191
H -0.05811 -4.59498 -3.24979
H 3.29579 2.01942 0.07481
H 3.42559 -2.11578 -2.99339
C -2.60691 -0.02708 2.42441
C 0.76769 -0.14568 -4.34519
Na 0.01889 -0.55388 0.52881
H -0.42931 6.16702 2.55041
H -3.08961 -0.86478 1.91701
C -1.13711 1.62642 -0.50169
H -0.57771 1.83662 5.14991
H 1.58179 -5.11708 -2.93929
H 0.83239 -1.39648 -6.14319
H -1.94931 2.83422 2.76101
H 2.47209 0.08362 -3.05309
C -0.03101 -3.23158 0.51431
C -1.90581 -0.48208 3.70441
O -0.90361 -1.44068 3.54201
C -1.69381 -2.98548 -4.75979
C -1.81451 -3.21768 2.10271
H -1.50741 2.45392 -1.12049
C 0.11289 2.66332 4.96601
C -1.18891 3.61302 2.72021
H 2.57059 1.04522 -4.53169
H 3.41069 -0.20388 0.35631
C 0.86659 -4.30978 -2.76209
H -0.95971 1.19452 -4.19489
O -0.03011 2.05492 0.27301
H 2.41919 -1.15358 3.07331
C 2.68749 -2.70438 -2.45729
H 0.55599 1.98462 -4.59699
C 1.45029 -3.00228 -3.31079
H -2.93701 1.93502 0.71221
C 2.26559 0.07982 -4.12269
N -1.58551 4.72162 3.61441
H -3.47701 -1.14648 -3.68779
P 0.23349 -1.46078 -2.97909
H -0.57871 -0.35208 -6.03239
H -1.62781 -3.75048 -2.10619
H 0.27059 1.42012 -2.95059
H 1.05209 2.41992 5.46461
H 1.14459 -3.42998 2.33631
N -0.43261 3.86492 5.57321
H -0.42721 -3.36288 3.76991
H 0.99889 -3.54928 -5.36189
H 4.14939 0.26482 1.91891
H -1.23191 -3.95898 -4.62619
C 1.35699 4.44992 3.31111
H 3.46889 -2.07188 1.94481
H -1.27261 -2.52468 -5.64779
H -2.23281 -0.12838 -2.95389
H -2.09891 -2.98568 4.24301
H -2.25861 -0.40248 -4.70909
H 0.11849 5.80112 6.11831
H 1.46079 4.65962 5.91121
H 0.12479 -2.73858 -0.45379
H 1.24389 0.95722 -0.92509
C -1.69301 4.22622 5.05661
C 1.86239 -3.29828 -4.75199
H -2.75911 -3.15258 -4.93749
C 2.68559 -1.30878 2.02071
C -0.55801 5.85092 3.59061
O 2.25999 1.01622 1.56981
H 1.29539 2.73122 -1.15609
C 0.10579 1.19012 -3.99689
H -1.38701 0.38342 4.12091
H -3.17751 -2.98438 -2.43499
H 3.17229 -3.62918 -2.14179
H 2.39199 -2.47218 -5.21259
H -2.87191 -2.95778 1.98681
N 0.66829 5.42472 4.13941
C -1.31681 -2.78888 3.49651
H -1.72431 -4.30808 2.01231
O -1.66251 0.56622 1.57121
C 1.20089 1.92792 -0.41489
H 2.37709 -2.15408 -1.56769
H -2.66651 -0.82298 4.42091
H -2.49261 5.08932 3.31391
H -2.12451 5.04172 5.64991
H 2.53619 -4.15848 -4.75909
C 3.21349 -0.01788 1.41601
H 1.50559 4.89542 2.32211
H 2.05219 -3.64178 0.81301
C -2.24871 1.12192 0.41751
C 0.49929 4.97672 5.50881
H 0.70049 -4.25328 -1.69309
P 0.46509 2.79432 3.11411
C -2.10991 -2.79928 -2.30159
O -1.13281 -2.55368 1.06891
H -1.11951 3.97072 1.69311
C 1.25569 -3.06638 1.30721
H 0.99119 0.33172 -6.42369
C -1.54001 -2.09158 -3.53209
```

=====

Record 2
DFT (ωB97M-V/def2-TZVPD) results for a 12-piece molecular cluster, C30H66N6O18S6 overall at a distorted geometry.

Summary:
- F_max: 6.5 eV Å⁻¹
- Energy: -142979.942 eV
- SMILES: CCOS(C)(=O)=O.CCOS(C)(=O)=O.CCOS(C)(=O)=O.CCOS(C)(=O)=O.CCOS(C)(=O)=O.CCOS(C)(=O)=O.CC#N.CC#N.CC#N.CC#N.CC#N.CC#N

```
126
C30H66N6O18S6 (ωB97M-V/def2-TZVPD)
H 1.05990 0.90656 1.72282
H 2.76050 5.23488 1.52453
C 3.73777 1.94332 -2.88282
H -1.93496 3.83774 0.29429
N -3.83894 -3.50392 -4.17953
C -1.63428 -4.80027 3.80857
H 4.89657 2.04635 -1.14001
H -6.62495 -2.28567 -1.56498
C 6.10098 0.03090 -4.03376
H 2.75285 2.10579 -3.32055
S 4.18139 1.02950 3.20787
O 2.06604 -2.67196 -0.45340
H 6.51008 -0.69842 -4.73292
H -3.20055 -3.86275 0.52679
H 6.92677 0.48671 -3.48749
H -2.90210 -2.33019 -1.15917
H 1.43250 4.27834 2.29703
C -1.67102 -3.32811 3.96104
H 5.48287 -2.13502 0.52930
H 3.95669 -2.46324 1.40441
S 2.14677 2.15516 8.33136
H 3.51635 4.00386 3.43627
H 4.52544 1.80645 8.55284
H 3.22010 2.18161 -0.73858
S 3.50419 -1.94733 -0.90081
H 5.58654 1.16526 1.31565
O -2.45228 0.77267 -3.86212
C -2.53964 -1.44595 -1.68342
S -0.86223 -0.24387 1.04486
O -1.55439 0.91414 0.46549
C -7.76191 -0.79299 -2.61965
H -0.09263 -3.99525 0.02362
H 6.50193 0.68623 2.75674
O 3.17080 2.11218 2.51397
H -0.73941 -2.80315 3.74980
H 1.18750 -4.58129 0.99355
H 0.62251 2.43776 3.73861
H -0.55083 3.57633 1.30023
H -2.42440 -2.98986 3.24964
C -3.86669 2.59284 -2.35179
H -4.97378 2.58324 -7.57551
C 4.55098 -2.70037 0.52198
H 6.10138 2.37245 2.45156
H -5.28494 1.24763 -6.38758
H -4.83765 4.20227 -5.91096
C 5.72511 1.35192 2.38057
O 6.21435 2.16806 -5.70593
C -0.84785 3.91584 0.30795
N -1.67022 -5.99475 3.61254
O 4.77320 2.38646 -3.67755
H -0.59665 4.97392 0.23395
H 4.07190 3.55502 -1.52442
C 0.92497 0.14255 0.95720
H 3.83143 0.53178 7.43612
C -6.48749 -1.35367 -2.11323
H 5.35845 -0.44435 -3.39276
C -3.97903 -4.58138 0.27055
C -1.06987 -1.33088 -1.36889
H 4.63768 -3.77770 0.38074
C 3.48738 3.47192 2.48533
H 2.20885 3.75360 0.78079
C -5.00108 -0.83285 1.69768
H -2.59880 -1.52932 -2.76861
H -4.77565 -4.11539 -0.30940
H -5.71120 3.32910 -4.67964
H 1.52945 -0.75530 1.08600
H -2.10194 -2.96039 4.89227
H 1.26138 0.62849 0.04135
H 2.67767 -4.60471 -1.02518
H -5.88598 -0.64438 -1.54473
H -0.52317 -2.01461 -2.01830
C 3.82425 1.57529 7.75097
H -2.07143 -5.45064 -5.72060
H 4.38155 3.59019 1.87329
C -4.96986 3.21408 -5.47040
H -0.23566 1.22865 4.62457
C -1.92860 -5.26600 -4.65589
C 3.95562 2.47182 -1.48884
O -5.02663 0.77298 -3.89911
S -3.75672 1.49070 -3.87897
C -4.71737 0.58859 1.91837
O 1.15394 1.75627 7.00768
H -3.73133 0.55082 2.38141
H -3.00916 -0.54243 -1.29443
C -3.22356 -5.48184 -0.61479
H 4.04054 2.24180 6.91606
H 0.61032 3.36513 5.91956
S 5.22487 1.43157 -4.98493
H 1.43441 -3.93680 -2.03808
O -3.66072 2.72716 -5.01045
H 3.77071 0.86968 -2.69757
N -2.64305 -6.15465 -1.30362
H -4.61583 1.02405 0.92431
O 4.04349 -2.43988 -2.14192
C 2.37010 4.24078 1.74243
H 0.59927 -5.58978 -0.42042
O 4.01511 0.97042 -5.65791
C -5.43467 2.29990 -6.62926
H -5.86724 -1.50876 -2.99603
H -0.98708 -4.77654 -4.40672
C 0.81589 -4.59501 -0.03106
H -2.07837 -6.16430 -4.05696
H -4.38007 -5.13563 1.11912
C 1.79082 -3.97121 -1.00856
N -5.20741 -1.97323 1.56901
N -8.81156 -0.38978 -2.94415
O -1.13028 -0.77807 2.38017
C 1.26102 2.49802 5.80640
H -6.49183 2.45117 -6.84749
N 0.51229 2.66563 -1.54745
O 2.08052 3.59814 8.48804
O 3.51425 -0.50101 -0.69486
H -0.75185 -0.33259 -1.66952
H -4.89827 2.88283 -2.15216
O 3.70951 -0.31860 2.86860
O -0.82864 -1.51693 0.01552
H -3.45356 2.00472 -1.53232
H 1.42099 1.00544 4.14235
H -3.25472 3.47709 -2.52983
H -5.50112 1.08165 2.49346
O 4.32603 1.48500 4.60315
C 0.72832 1.73379 4.56404
O 1.69789 1.34749 9.49695
C -0.12250 3.22448 -0.73578
H 2.28465 2.84434 5.66378
C -2.98198 -4.28553 -4.38134
```

=====

Record 3
DFT (ωB97M-V/def2-TZVPD) results for a 3-piece molecular cluster, C30H67FN4O2P overall at a distorted geometry.

Summary:
- F_max: 3.1 eV Å⁻¹
- Net charge: -1
- Spin multiplicity: 3
- Energy: -54254.217 eV

```
105
C30H67FN4O2P (ωB97M-V/def2-TZVPD)
N -2.65194 3.21977 2.51689
H 2.79038 -2.53777 -3.84703
C -1.49280 0.87594 -2.29450
H -1.80155 2.92602 -1.60543
C 4.67116 1.06097 0.42463
C -3.69067 -1.19307 7.39390
C -2.61494 -2.98152 5.05327
C 4.45910 2.11793 -5.13310
P -0.58617 1.90034 0.28778
H 4.88208 2.02879 -0.05638
H -4.37837 -4.85038 5.43751
H -3.59198 3.46885 2.81115
H -3.66186 0.33620 0.49542
H 4.60848 1.16248 1.52556
H -4.87133 0.87604 3.32667
H 2.41903 -1.49877 -0.11987
C 3.36740 -1.06396 0.24611
C -4.26000 -2.51702 6.89158
C 1.30083 2.17606 0.11126
H 4.22137 -1.55452 -0.25141
H 6.81160 1.17543 -6.22311
H 1.67292 2.18782 -0.92981
O -5.88487 -1.54632 4.60553
C -4.13410 -0.17926 5.08466
H -2.37971 -0.55162 3.80626
O 4.15854 0.01034 -3.51657
H 3.40241 -1.18242 1.34501
H 6.37101 -1.69059 -3.77015
H -3.93449 -1.07476 8.45381
C 4.34115 0.61171 -7.05755
H -2.45213 -3.02962 3.97532
N -4.57398 -1.51977 4.61128
H 2.50635 1.44626 1.77900
C -4.82695 -3.98174 4.95257
H -0.38451 0.47608 0.05625
H -1.93018 -2.24360 5.46663
C 3.87776 -2.63202 -3.83166
H -2.46263 5.05620 1.56780
C 3.28785 0.47899 -0.06196
H 5.46519 0.31018 0.24760
H -5.02303 1.05533 -0.52737
H -5.97977 0.95962 4.70543
H 3.11344 0.66355 -1.13158
C -4.27341 -0.02355 6.60689
H -3.77591 -3.34449 7.41813
H 4.22003 -3.41528 -6.25758
H -3.79077 0.90347 6.92616
H -2.67740 2.22401 2.32423
H 2.97463 -2.17771 -6.37699
C -3.67732 -0.37238 -1.53971
H -1.95234 -0.11397 5.46651
C -2.36252 3.98637 1.28389
C -4.92800 0.95084 4.41482
H -4.70681 -1.77604 0.16866
H -1.10124 -0.05706 -1.85409
C 6.79369 -0.91706 -5.72505
C 4.52430 -1.73902 -4.90173
N -5.30395 -0.95752 0.21202
H 4.12527 -3.67934 -4.01362
H -5.32131 -2.56681 7.15799
C 4.80270 0.68788 -5.57980
C -0.93171 3.73650 0.74409
H 6.65894 -1.20884 -6.77053
H -2.50105 1.09881 4.34042
C -0.98441 2.16887 -1.55911
C 6.04987 -1.87646 -4.80028
H 5.03713 0.05832 -7.69029
H -5.52298 -0.74934 1.18040
C 6.32778 0.51732 -5.49606
H -5.33182 0.07524 6.87120
H -5.88017 -3.97352 5.23487
C -4.09517 -2.69915 5.37612
H 6.34454 -2.90448 -5.02898
H 4.25078 1.60443 -7.50089
H -0.77948 4.44126 -0.10451
H -0.15813 2.58014 -2.16842
H -3.56296 1.74856 -2.23871
F -0.30846 1.62078 2.00864
H -2.00837 1.64259 0.48993
H 6.67907 0.83924 -4.51066
C -4.43292 0.16145 -0.27825
H -0.23231 4.06692 1.54052
H 4.93137 2.84201 -5.79942
N 4.07494 -0.32906 -4.77771
H -4.43448 -0.92878 -2.12835
H -2.59926 -1.19730 7.33323
H 1.47346 0.15812 1.05695
H -4.52157 1.92109 4.70374
C 4.04535 -2.33833 -6.23845
H 3.35524 0.15391 -7.14725
H -4.76259 -4.13124 3.87303
H -3.15205 3.74526 0.53910
H 4.56456 -1.93718 -7.10780
H 4.81929 2.33945 -4.12834
H 7.86735 -0.98563 -5.52800
H -3.28425 0.50555 -3.45928
H 4.22660 -2.39700 -2.82591
C 2.11167 1.03088 0.83584
H -2.30954 -3.94135 5.47405
C -3.05203 0.78429 -2.40797
H 1.54511 3.15208 0.57520
H -2.86272 -1.03909 -1.19976
C -2.66245 0.06776 4.65824
H 3.38140 2.29005 -5.15822
H -1.10323 0.92129 -3.33450
```

=====

Record 4
DFT (ωB97M-V/def2-TZVPD) results for a 10-piece molecular cluster, C30H68O30S7 overall at a distorted geometry.

Summary:
- F_max: 2.9 eV Å⁻¹
- Energy: -169479.581 eV
- SMILES: CCOS(C)(=O)=O.CCOS(C)(=O)=O.CCOS(C)(=O)=O.CCOS(C)(=O)=O.CCOS(C)(=O)=O.CCOS(C)(=O)=O.CCOS(C)(=O)=O.O=C1OCCO1.O=C1OCCO1.O=C1OCCO1

```
135
C30H68O30S7 (ωB97M-V/def2-TZVPD)
H -2.40739 3.11742 5.16878
H -0.80513 6.43451 0.80614
C 0.40987 -5.42491 -0.18991
C 6.44353 -4.01326 -1.32309
S 1.54496 -6.06793 1.03493
O -3.13040 -4.67412 3.07743
O 1.75985 -1.17531 -3.77526
H -0.18147 -2.95383 -3.43391
O 0.62484 -7.27048 1.63614
C -3.34374 5.55575 1.84100
H -0.30092 1.28161 -0.70542
S 6.02679 -1.43161 -1.02436
H -0.19109 -6.24692 -0.56310
S 2.38146 3.47757 -1.34767
C -2.03838 2.84746 4.18234
H -2.04309 -7.82675 3.59949
O -4.67636 2.59772 -0.00754
H -6.58428 2.28768 -0.77986
H 4.53387 -4.91563 -1.44256
O -2.30594 6.36625 2.05230
C 1.04494 6.09397 -2.88865
H 1.97471 2.55771 6.43863
O -2.99806 -4.53194 0.58804
C 3.29157 2.16990 -2.16580
H 7.47464 -4.15587 -1.64326
C -0.38141 -6.92167 2.59132
O -4.90912 0.12483 -0.11403
H 5.84813 -2.28317 -5.86768
O 0.06740 -2.47983 -0.99472
H -0.50213 -2.20998 3.41981
H 1.67625 0.12237 6.59706
H 6.39077 -3.97114 -0.23187
H -0.29728 5.48121 2.25038
C -5.82817 1.36958 2.03488
O -2.98029 4.49166 1.09109
O -1.01042 -0.59648 -0.39481
H -5.27599 2.23896 -1.93665
C -1.11587 5.73193 1.57903
O 2.91841 3.52638 -0.02476
H 1.33677 0.99359 1.15566
C -2.12419 2.97947 -3.03779
H 0.98665 -4.88512 -0.93502
H -4.99445 4.59955 -1.83523
H -1.88687 -2.97795 4.14452
H -2.13898 1.75943 4.14232
C -5.83382 4.25324 -1.23293
H -5.61710 2.21372 2.68577
H -2.87564 5.17709 -5.15187
C -5.64614 2.77506 -1.06320
H -1.14908 4.88687 -4.77871
S 2.05962 -2.57523 -3.67485
S -0.26045 3.13096 4.19560
H 3.11873 0.52322 5.70958
H 2.19542 2.37853 4.72187
O 0.02785 4.50474 4.57451
C -1.57522 -2.36570 3.30075
H 5.17707 -3.81179 -5.49005
C -1.58423 4.42867 0.82362
C -4.61503 -2.85249 1.77659
H -3.26582 -0.95328 3.43548
H -1.98402 -0.77726 4.65911
O 0.37405 2.60579 3.01047
H 2.07848 4.45816 -3.98794
C -2.18005 4.75311 -4.43370
H -4.39901 -2.12164 1.00110
H -1.22755 1.14889 0.75817
C 2.26451 5.23563 -3.24307
H -5.95682 0.45058 2.59963
H 5.63799 -5.31967 -2.81597
O -3.26706 1.21126 1.50879
C 5.11066 -2.75784 -5.21477
H 0.71552 -4.52565 -3.32764
O -1.86593 1.89240 -2.62355
H 3.47387 -1.24098 -5.45915
H -1.67474 -8.60671 2.00492
H 5.29285 -2.57433 -4.16166
H -0.79990 -8.97609 3.37481
H -5.43242 -3.51376 1.50307
O -2.35982 3.35948 -4.30164
O 0.98304 3.34370 -1.68566
O 0.19999 2.08962 5.38609
O 1.07073 -0.94196 0.27016
O 2.99411 4.77502 -2.10338
H 4.11872 2.54216 -2.75718
C -2.19375 -0.98968 3.60393
C 0.59010 -3.59214 -3.86419
C 2.02934 0.53124 5.65252
H -3.34497 5.70990 -2.91433
H 0.00474 -6.57644 3.55075
H 2.55195 1.62928 -2.76140
O -4.49666 5.75527 2.07802
O -1.89959 -2.80762 1.99659
H -1.27359 4.63111 -0.19821
H -4.73736 -2.50907 2.80030
H 0.43530 -3.74918 -4.92407
H -0.22151 -4.71814 0.34721
H 3.83427 -1.11150 -0.16988
C -0.00717 -1.46048 -0.37647
O 7.21350 -1.44792 -0.22004
H 0.24764 -0.05752 2.04026
C -2.35493 5.25846 -2.97225
H 3.58085 1.41901 -1.43333
S -3.10706 -3.87660 1.86171
C 5.55641 -5.14306 -1.73803
O 5.97288 -2.78730 -1.91384
H -1.63684 -0.18035 3.12952
H 3.57301 -2.36326 -6.75030
O 5.72919 -0.34552 -1.92880
C -0.49319 0.62860 0.14697
H -6.71806 1.57286 1.44135
C -1.26682 -8.11146 2.88895
C 4.58873 -1.85555 0.08330
H -1.01221 -6.12419 2.19911
C 1.59802 2.02528 5.56502
H -6.76808 4.59122 -1.67680
H -1.58051 5.93912 -2.62986
H -1.02867 3.53590 1.10451
C 3.75237 -2.27575 -5.67772
O 2.59993 -6.73225 0.32787
C 0.62904 0.17338 1.04485
S -4.49403 1.20127 0.75723
H 5.86761 -6.11909 -1.36372
H 1.70420 0.06624 4.72607
H -2.53419 3.24400 3.30233
O 2.67854 -3.07765 -5.10219
H 4.17944 -2.80285 -0.25157
O 2.91107 -3.09989 -2.62683
H 4.90919 -1.84075 1.11810
H -5.79570 4.74271 -0.25745
O 1.83256 -5.16539 2.14353
H 1.23115 7.16388 -2.81027
O -2.24884 4.04289 -2.23753
H 0.46249 5.78563 -2.02600
H 2.89578 5.89656 -3.84596
H 0.44711 5.96069 -3.80051
```